C6H9N2O2 | ωB97M-V/def2-TZVPD

XYZ file:
```
19
C6H9N2O2, DFT ωB97M-V/def2-TZVPD
O -0.17 -1.97 0.42
C 0.09 -2.05 -0.73
C 0.44 -1.00 -1.65
C -0.37 0.30 -1.37
C -0.41 0.64 0.11
N -1.56 0.98 0.69
C -1.38 1.12 1.97
N -0.06 0.93 2.29
C 0.56 0.69 1.11
O 1.87 0.61 1.06
H 0.08 -3.03 -1.16
H 0.02 -1.35 -2.66
H 1.55 -1.10 -1.74
H 0.02 1.22 -1.83
H -1.34 0.19 -1.66
H -2.50 1.18 0.39
H -2.19 1.29 2.65
H 0.26 0.90 3.24
H 2.17 0.14 1.83
```

Summary:
Maximum force, hartree/bohr: 0.09206
Calculated total energy, eV: -13435.46622
Total charge: +1
Energy relative to the best compared isomer or geometry (same formula, charge and spin), kJ/mol: 152.3
SMILES string: O=CCCc1[nH+]c[nH]c1O

Results of the Mulliken charge analysis, in e, for atoms 1 through 4:
1 O -0.447
2 C -0.017
3 C -0.537
4 C -0.996



C6H9N2OS | ωB97M-V/def2-TZVPD

XYZ file:
```
19
C6H9N2OS, DFT ωB97M-V/def2-TZVPD
C -2.60 1.06 -0.13
C -2.79 0.13 -0.98
S -1.69 -1.18 -0.71
C -1.04 -0.48 0.93
C 0.41 -0.39 0.43
N 1.05 0.65 -0.08
C 2.30 0.27 -0.64
C 2.46 -1.14 -0.05
O 1.15 -1.48 0.55
N -1.62 0.89 0.86
H -3.13 1.96 -0.15
H -3.60 0.06 -1.63
H -1.25 -1.09 1.93
H 0.62 1.47 -0.22
H 3.10 0.76 -0.18
H 2.27 0.29 -1.72
H 2.82 -1.84 -0.78
H 3.17 -1.26 0.77
H -1.63 1.32 1.82
```

Summary:
Maximum force, hartree/bohr: 0.08296
Calculated total energy, eV: -22222.47493
Total charge: +1
Energy relative to the best compared isomer or geometry (same formula, charge and spin), kJ/mol: 39.3
SMILES string: C1=CS[C@@H](C2=[NH+]CCO2)N1

Results of the Mulliken charge analysis, in e, for atoms 1 through 4:
1 C -0.346
2 C -0.280
3 S -0.125
4 C 0.573



C6H9N2OS | ωB97M-V/def2-TZVPD

XYZ file:
```
19
C6H9N2OS, DFT ωB97M-V/def2-TZVPD
C -1.61 1.95 0.23
C -2.77 1.35 0.32
C -0.56 0.96 0.00
C -1.07 -0.27 -0.26
C 1.71 0.30 -0.62
C 1.23 -1.13 -0.39
N 0.83 1.25 0.10
N 1.72 -2.05 0.63
O -3.49 -1.20 -0.38
S -2.59 -0.56 0.52
H -1.43 2.98 0.01
H -3.83 1.81 0.48
H 2.76 0.57 -0.39
H 1.53 0.39 -1.72
H 1.02 -1.62 -1.34
H 1.07 2.17 0.09
H 0.95 -2.67 0.82
H 1.95 -1.61 1.52
H 2.60 -2.62 0.37
```

Summary:
Maximum force, hartree/bohr: 0.08995
Calculated total energy, eV: -22217.72727
Total charge: +1
Energy relative to the best compared isomer or geometry (same formula, charge and spin), kJ/mol: 497.4

Results of the Mulliken charge analysis, in e, for atoms 1 through 4:
1 C -0.627
2 C -0.389
3 C 0.896
4 C -0.260



C6H9N2P | ωB97M-V/def2-TZVPD

XYZ file:
```
18
C6H9N2P, DFT ωB97M-V/def2-TZVPD
C 0.15 0.10 -0.08
C 0.38 1.39 -0.21
C 1.44 -0.63 0.15
C 1.70 1.96 0.09
C 2.48 0.52 -0.02
C -2.99 -1.44 -0.15
N -0.92 -0.73 -0.09
N -2.13 -0.30 0.10
P -2.90 1.15 0.46
H 1.45 -1.27 1.14
H 1.59 -1.45 -0.62
H 1.94 2.71 -0.71
H 1.63 2.41 1.07
H 3.31 0.42 0.76
H 2.64 0.49 -1.12
H -3.16 -2.21 0.70
H -3.95 -1.11 -0.42
H -2.66 -2.00 -1.04
```

Summary:
Maximum force, hartree/bohr: 0.06242
Calculated total energy, eV: -18629.30589
Energy relative to the best compared isomer or geometry (same formula, charge and spin), kJ/mol: 664.9

Results of the Mulliken charge analysis, in e, for atoms 1 through 4:
1 C 0.370
2 C -0.432
3 C -0.439
4 C -0.347



C6H9N2P | ωB97M-V/def2-TZVPD

XYZ file:
```
18
C6H9N2P, DFT ωB97M-V/def2-TZVPD
C -0.33 1.77 1.86
N -0.95 0.78 1.04
N -2.18 0.40 1.23
P -2.53 -0.97 0.40
C -0.94 -1.00 -0.26
C -0.18 0.05 0.20
C 1.12 0.28 -0.47
C 0.95 -0.75 -1.67
C 0.04 -1.89 -1.12
H -0.21 2.74 1.50
H -1.04 1.86 2.74
H 0.61 1.33 2.17
H 1.16 1.33 -0.85
H 1.99 0.05 0.07
H 0.33 -0.20 -2.49
H 1.93 -0.94 -2.04
H 0.63 -2.42 -0.36
H -0.39 -2.46 -1.95
```

Summary:
Maximum force, hartree/bohr: 0.07116
Calculated total energy, eV: -18635.45449
Energy relative to the best compared isomer or geometry (same formula, charge and spin), kJ/mol: 71.7
SMILES string: Cn1npc2c1CCC2

Results of the Mulliken charge analysis, in e, for atoms 1 through 4:
1 C -0.880
2 N 0.713
3 N -0.828
4 P -0.158



C6H9N3 | ωB97M-V/def2-TZVPD

XYZ file:
```
18
C6H9N3, DFT ωB97M-V/def2-TZVPD
C -2.99 -0.58 -0.05
C -2.25 0.51 0.06
C -0.83 0.31 -0.14
N -0.35 -0.91 -0.36
C 1.05 -0.98 -0.48
C 1.94 -0.80 0.81
C 1.99 0.10 -0.33
N 1.39 1.43 -0.27
N 0.00 1.39 0.19
H -2.50 -1.51 -0.09
H -4.08 -0.53 0.16
H -2.82 1.50 0.09
H 1.34 -1.78 -1.21
H 1.39 -0.52 1.72
H 2.81 -1.44 1.16
H 2.91 0.00 -0.99
H 1.29 1.76 -1.26
H -0.27 2.06 0.98
```

Summary:
Maximum force, hartree/bohr: 0.06953
Calculated total energy, eV: -10834.43254
Energy relative to the best compared isomer or geometry (same formula, charge and spin), kJ/mol: 308.2
SMILES string: C=CC1=N[C@@H]2C[C@@H]2NN1

Results of the Mulliken charge analysis, in e, for atoms 1 through 4:
1 C -0.666
2 C -0.418
3 C 0.622
4 N -0.502



C6H9N3 | ωB97M-V/def2-TZVPD

XYZ file:
```
18
C6H9N3, DFT ωB97M-V/def2-TZVPD
C 0.28 1.79 0.29
N 1.54 1.45 -0.38
C 1.61 -0.03 -0.29
C 1.45 -0.84 1.04
C 0.24 -0.63 0.06
C -0.77 -1.61 -0.43
N -2.10 -0.94 -0.26
N -1.83 0.39 -0.04
C -0.61 0.53 0.26
H -0.03 2.72 -0.09
H 0.53 2.07 1.32
H 1.37 1.62 -1.36
H 2.24 -0.38 -1.07
H 1.50 -0.29 1.99
H 1.94 -1.87 0.97
H -0.56 -1.81 -1.46
H -0.77 -2.56 0.05
H -2.69 -1.11 -1.12
```

Summary:
Maximum force, hartree/bohr: 0.05160
Calculated total energy, eV: -10835.19127
Energy relative to the best compared isomer or geometry (same formula, charge and spin), kJ/mol: 235.0
SMILES string: C1N[C@H]2C[C@]23CNN=C13

Results of the Mulliken charge analysis, in e, for atoms 1 through 4:
1 C -0.833
2 N -0.488
3 C -0.413
4 C -0.871



C6H9N3 | ωB97M-V/def2-TZVPD

XYZ file:
```
18
C6H9N3, DFT ωB97M-V/def2-TZVPD
C 3.25 -0.32 1.39
C 2.54 -1.38 0.78
N 1.76 -0.88 -0.18
N 2.10 0.40 -0.24
N 3.00 0.78 0.70
H 3.96 -0.54 2.18
H 2.62 -2.40 0.77
H 1.75 1.19 -0.78
C -1.18 1.25 0.22
C -1.97 0.25 -0.45
C -2.02 -0.75 -1.29
C -3.35 -0.20 -0.68
H -1.42 1.31 1.29
H -1.29 2.18 -0.17
H -0.10 1.00 -0.05
H -1.54 -1.35 -2.03
H -4.06 -0.79 -0.05
H -4.03 0.27 -1.41
```

Summary:
Maximum force, hartree/bohr: 0.06672
Calculated total energy, eV: -10833.67506
Energy relative to the best compared isomer or geometry (same formula, charge and spin), kJ/mol: 381.3
SMILES string: c1cn[nH]n1.CC1=CC1

Results of the Mulliken charge analysis, in e, for atoms 1 through 4:
1 C -0.130
2 C -0.200
3 N -0.440
4 N 0.243



C6H9N3O | ωB97M-V/def2-TZVPD

XYZ file:
```
19
C6H9N3O, DFT ωB97M-V/def2-TZVPD
C 0.99 2.69 0.32
C 0.40 2.05 -0.91
O 0.37 2.68 -1.98
N 0.02 0.77 -0.84
C -0.16 -0.12 0.27
N -0.04 0.22 1.49
C -0.24 -1.01 2.11
C -0.53 -2.00 1.27
N -0.43 -1.47 -0.06
C -0.63 -2.07 -1.29
H 1.08 3.69 0.08
H 2.12 2.41 0.40
H 0.66 2.29 1.26
H -0.45 0.63 -1.86
H -0.34 -1.15 3.21
H -0.70 -3.07 1.42
H 0.04 -1.98 -2.03
H -0.69 -3.01 -1.12
H -1.48 -1.53 -1.74
```

Summary:
Maximum force, hartree/bohr: 0.12949
Calculated total energy, eV: -12884.15361
Energy relative to the best compared isomer or geometry (same formula, charge and spin), kJ/mol: 172.8
SMILES string: CC(=O)Nc1nccn1C

Results of the Mulliken charge analysis, in e, for atoms 1 through 4:
1 C -1.129
2 C 0.637
3 O -0.656
4 N -0.094



C6H9N3O2 | ωB97M-V/def2-TZVPD

XYZ file:
```
20
C6H9N3O2, DFT ωB97M-V/def2-TZVPD
N -1.47 -1.80 0.30
C -1.47 -0.55 0.80
C -0.19 -0.08 1.49
C 0.95 0.03 0.54
C 2.03 0.77 0.69
N 2.89 0.42 -0.34
C 2.29 -0.61 -1.04
N 1.18 -0.91 -0.47
C -1.75 0.45 -0.37
O -2.26 0.19 -1.48
O -1.64 1.80 -0.05
H -2.22 -1.87 -0.39
H -0.57 -1.85 -0.13
H -2.25 -0.30 1.52
H 0.00 -0.76 2.35
H -0.24 0.91 1.98
H 2.31 1.62 1.32
H 3.71 0.92 -0.63
H 2.77 -1.00 -1.93
H -1.73 2.32 -0.87
```

Summary:
Maximum force, hartree/bohr: 0.10697
Calculated total energy, eV: -14933.08262
Energy relative to the best compared isomer or geometry (same formula, charge and spin), kJ/mol: 106.9
SMILES string: N[C@@H](Cc1c[nH]cn1)C(=O)O

Results of the Mulliken charge analysis, in e, for atoms 1 through 4:
1 N -0.728
2 C 0.043
3 C -0.933
4 C 0.484



C6H9N3O2S2 | ωB97M-V/def2-TZVPD

XYZ file:
```
22
C6H9N3O2S2, DFT ωB97M-V/def2-TZVPD
C 3.76 -0.92 -0.60
C 2.32 -0.79 -0.81
O 1.75 0.56 -0.62
C 1.40 0.82 0.63
O 1.83 0.24 1.61
C 0.51 2.04 0.80
S -0.72 2.33 -0.47
C -1.83 0.99 -0.18
N -1.49 -0.17 0.24
N -2.50 -1.06 0.42
C -3.65 -0.59 0.06
N -4.89 -1.16 0.12
S -3.54 1.17 -0.37
H 4.33 -0.09 -1.05
H 4.12 -1.91 -0.94
H 4.05 -0.89 0.43
H 2.08 -1.07 -1.85
H 1.79 -1.52 -0.13
H 1.26 2.89 0.77
H 0.10 2.03 1.83
H -4.90 -2.18 0.30
H -5.80 -0.73 -0.22
```

Summary:
Maximum force, hartree/bohr: 0.05095
Calculated total energy, eV: -36602.91663
Energy relative to the best compared isomer or geometry (same formula, charge and spin), kJ/mol: 57.3
SMILES string: CCOC(=O)CSc1nnc(N)s1

Results of the Mulliken charge analysis, in e, for atoms 1 through 4:
1 C -1.166
2 C -0.184
3 O -0.293
4 C 0.640



C6H9N3O2S2 | ωB97M-V/def2-TZVPD

XYZ file:
```
22
C6H9N3O2S2, DFT ωB97M-V/def2-TZVPD
C -1.72 0.92 -2.41
C -0.83 -0.31 -2.37
O 0.36 0.05 -1.64
C 1.25 -0.94 -1.51
O 1.14 -2.03 -1.98
C 2.47 -0.56 -0.67
S 2.39 0.97 0.30
C 1.15 0.47 1.43
N 0.54 -0.66 1.40
N -0.39 -0.79 2.40
C -0.47 0.26 3.16
N -1.27 0.34 4.27
S 0.65 1.52 2.74
H -1.97 1.21 -1.36
H -2.64 0.70 -2.96
H -1.19 1.75 -2.91
H -0.54 -0.68 -3.37
H -1.31 -1.17 -1.85
H 2.68 -1.44 -0.04
H 3.31 -0.41 -1.38
H -1.95 -0.42 4.30
H -1.67 1.22 4.45
```

Summary:
Maximum force, hartree/bohr: 0.01869
Calculated total energy, eV: -36603.51039
Energy relative to the best compared isomer or geometry (same formula, charge and spin), kJ/mol: 0.0
SMILES string: CCOC(=O)CSc1nnc(N)s1

Results of the Mulliken charge analysis, in e, for atoms 1 through 4:
1 C -1.085
2 C -0.271
3 O -0.182
4 C 0.571



C6H9N3O2Si | ωB97M-V/def2-TZVPD

XYZ file:
```
21
C6H9N3O2Si, DFT ωB97M-V/def2-TZVPD
C -1.78 0.66 0.21
C -3.12 0.45 0.10
C -1.09 -0.56 0.21
C -2.87 -1.98 0.05
C 2.02 0.18 -0.73
C 1.18 0.05 -1.99
N -1.52 -1.72 0.15
N -3.64 -0.79 0.03
N 1.39 0.18 0.43
O -3.39 -3.06 -0.02
O 3.23 0.34 -0.76
Si 2.08 -0.20 1.96
H -1.30 1.62 0.29
H -3.83 1.27 0.07
H 0.25 -0.45 -1.77
H 1.75 -0.51 -2.74
H 0.98 1.04 -2.38
H -4.63 -0.92 -0.11
H 2.84 0.95 2.46
H 0.88 -0.44 2.77
H 2.94 -1.39 1.93
```

Summary:
Maximum force, hartree/bohr: 0.06865
Calculated total energy, eV: -22807.51652
Energy relative to the best compared isomer or geometry (same formula, charge and spin), kJ/mol: 0.0

Results of the Mulliken charge analysis, in e, for atoms 1 through 4:
1 C -0.438
2 C -0.225
3 C 0.616
4 C 0.238



C6H9N3O3 | ωB97M-V/def2-TZVPD

XYZ file:
```
21
C6H9N3O3, DFT ωB97M-V/def2-TZVPD
O 2.19 1.47 -1.19
C 2.62 0.51 -0.60
N 2.48 -0.83 -0.84
N 2.76 -1.59 0.31
C 3.28 -0.72 1.08
O 3.30 0.56 0.57
H 1.67 -1.13 -1.39
H 3.70 -0.89 2.11
C -3.11 1.17 0.63
N -2.05 0.34 0.14
C -0.66 0.64 -0.12
C -0.51 -0.83 -0.60
C -1.99 -0.94 -0.29
O -2.82 -1.81 -0.36
H -3.53 0.76 1.56
H -3.95 1.28 -0.09
H -2.67 2.16 0.85
H -0.04 0.90 0.77
H -0.50 1.36 -0.93
H -0.30 -0.94 -1.68
H 0.12 -1.46 0.05
```

Summary:
Maximum force, hartree/bohr: 0.03119
Calculated total energy, eV: -16979.60762
Energy relative to the best compared isomer or geometry (same formula, charge and spin), kJ/mol: 104.2
SMILES string: O=c1[nH]nco1.CN1CCC1=O

Results of the Mulliken charge analysis, in e, for atoms 1 through 4:
1 O -0.553
2 C 0.581
3 N 0.033
4 N -0.542